Record 1
The following is a DFT calculation (ωB97M-V/def2-TZVPD) of a molecular structure, C23H49AsBF6MoO2Se4Si4Te2.

The geometry in XYZ format:
```
93
Properties=species:S:1:pos:R:3
Te -1.1678 -3.4665 -0.9192
Te 1.5048 -3.6130 -0.6374
Mo 0.5283 0.2294 -0.5089
Se 0.2384 0.1164 4.7465
Se -1.2684 -1.1641 0.1468
Se -0.3854 2.1712 1.2587
Se 1.9624 -1.3668 -1.6745
As 3.6094 2.1659 -1.9311
Si -1.0699 4.1252 -1.6931
Si -0.8867 0.9716 -4.0368
Si -1.1731 1.7567 -1.8163
Si -3.4540 1.3216 -1.4016
F 2.7383 3.3398 -2.8347
F 4.2925 0.9265 -0.9728
F 5.0942 2.5694 -2.6516
F 3.7630 3.2785 -0.6324
F 3.1788 0.9959 -3.1212
F 1.9192 1.7438 -1.1210
O 1.7860 -1.0818 2.1115
O 2.9944 0.7627 1.5058
C -3.9084 1.5426 0.4142
C -1.2698 0.3840 3.5394
C 5.2506 -0.4268 4.1656
C 6.3697 -3.1607 5.1230
C 1.1944 3.0341 2.0116
C 0.5260 1.8223 -4.9293
C 0.5741 4.8785 -1.2141
C -3.9975 -0.4101 -1.9226
C 4.8265 0.4337 3.1570
C 5.0921 -2.4813 5.6367
C -2.4641 1.3427 -4.9933
C 5.4247 -1.6534 6.8865
C -2.3503 4.8138 -0.4906
C 4.0938 -3.5670 6.0416
C -0.6523 -0.8921 -4.1220
C 3.3479 -1.8765 3.8702
C 4.5371 -1.5731 4.5368
C -1.5039 4.7640 -3.4069
C -0.6625 0.7718 6.3415
C 2.9325 -1.0133 2.8820
C -1.3263 1.7791 2.9465
C -4.5342 2.5159 -2.3835
C 3.6489 0.1076 2.5269
B 1.8713 0.0032 1.2410
H 3.8832 -4.2516 5.2180
H -1.5223 0.1453 6.5663
H 2.7440 -2.7381 4.1158
H -3.9202 -1.1299 -1.1073
H -2.1665 0.2330 4.1435
H -5.5180 2.5660 -1.9055
H 1.0077 1.1111 -5.6060
H -5.0488 -0.3671 -2.2241
H 7.1176 -2.4228 4.8294
H -4.6795 2.1633 -3.4043
H -1.6177 5.8522 -3.3740
H -2.4396 4.3430 -3.7797
H 3.1500 -3.1354 6.3832
H 0.0541 0.7043 7.1570
H -3.3753 4.6936 -0.8439
H 4.5519 -1.0886 7.2205
H -2.2662 1.0839 -6.0393
H 1.0632 4.3855 -0.3732
H -3.4264 -0.7922 -2.7720
H 5.7385 -2.3141 7.6980
H -2.7404 2.3961 -4.9575
H 1.9690 3.0354 1.2503
H -3.3142 0.7477 -4.6552
H 6.8007 -3.7938 5.9026
H 0.4012 -1.1612 -4.0608
H 5.3949 1.3097 2.8741
H 1.2720 4.8567 -2.0479
H 4.5120 -4.1553 6.8601
H -1.2514 -0.4022 2.7877
H -1.0339 -1.2393 -5.0879
H 1.2917 2.2137 -4.2607
H 0.8995 4.0468 2.2751
H 0.4057 5.9240 -0.9374
H 0.1428 2.6484 -5.5335
H -3.3991 0.8192 1.0546
H 6.2358 -0.9477 6.7055
H -4.9854 1.3890 0.5360
H -0.9669 1.8092 6.2220
H -2.3490 2.0780 2.7212
H 1.5327 2.4733 2.8790
H -2.2721 4.3651 0.4995
H 6.1510 -3.7835 4.2534
H -1.1813 -1.4350 -3.3349
H -2.1633 5.8872 -0.3818
H -4.1382 3.5290 -2.4341
H -0.8943 2.5098 3.6302
H 6.1767 -0.1926 4.6746
H -0.7149 4.5297 -4.1225
H -3.6754 2.5524 0.7612
```

frontier orbital gap (spin up / spin down): 5.93 / 5.81 eV
LUMO (spin up / spin down): -2.108 / -2.141 eV
total charge: 0
multiplicity: 2
⟨S²⟩: 0.8789
HOMO level (spin up / spin down): -8.0 / -8.0 eV

Need the Löwdin charges? In units of e they are: 0.295, 0.300, 0.507, 0.986, 0.051, 0.924, 0.106, 0.765, 0.340, 0.353, 0.346, 0.315, -0.225, -0.222, -0.198, -0.212, -0.273, -0.469, 0.057, 0.106, -0.224, -0.542, -0.025, -0.044, -0.305, -0.203, -0.200, -0.233, 0.039, -0.561, -0.215, -0.052, -0.223, -0.069, -0.249, 0.056, -0.164, -0.207, -0.407, -0.226, -0.474, -0.206, -0.190, -0.774, 0.083, 0.022, 0.120, -0.011, 0.070, 0.039, 0.040, 0.038, 0.081, 0.019, 0.039, 0.008, 0.089, 0.016, 0.016, 0.090, 0.041, -0.004, 0.011, 0.084, 0.015, 0.014, 0.017, 0.085, -0.022, 0.127, 0.019, 0.085, -0.009, 0.039, -0.005, 0.044, 0.040, 0.028, -0.008, 0.074, 0.041, 0.020, 0.046, 0.026, -0.010, 0.090, -0.039, 0.035, -0.002, 0.061, 0.108, 0.024, 0.012

Record 2
The following is a DFT calculation (ωB97M-V/def2-TZVPD) of a single C8H8N2S molecule.

The geometry in XYZ format:
```
19
Properties=species:S:1:pos:R:3
S -0.9146 -2.4306 2.6740
N 0.2047 0.8985 -2.1938
N 0.9770 -1.8063 4.6414
C -0.8596 0.0272 1.3175
C 0.5897 -1.1437 -0.9050
C -0.7377 0.7369 0.0530
C 0.0825 0.1514 -0.9845
C 0.2233 -2.1097 3.8320
C -0.0222 2.3574 -2.0156
C 0.3241 -1.8412 0.2808
C -0.3317 -1.2981 1.3514
H -1.2061 1.6332 -0.0552
H 1.4152 0.9888 -2.4254
H 0.2671 2.7449 -3.0735
H -1.4441 0.2786 2.2112
H 0.5482 -2.9619 0.2604
H 1.1370 -1.5711 -1.8220
H 0.8318 2.8669 -1.4242
H -1.0846 2.4789 -1.7226
```

frontier orbital gap: 9.31 eV
LUMO: 0.413 eV
SMILES: CNc1ccc(SC#N)cc1
total charge: 0
HOMO level: -8.9 eV

Need the Löwdin charges? In units of e they are: 0.953, -0.093, 0.091, -0.040, -0.038, 0.006, -0.303, -0.677, -0.168, -0.135, -0.520, 0.045, 0.220, 0.099, 0.104, 0.130, 0.143, 0.106, 0.075

What did we get for energy above the lowest of the compared OMol25 structures with the same formula, charge and spin? Answer: 0.000; 3.578 eV, in the order shown.
What did we get for DFT total energy? Answer: -415907.873; -22238.464 eV, in the order shown.